Record 1
The following is a DFT calculation (ωB97M-V with the def2-TZVPD basis set) of a 2-piece molecular cluster, C6H10O overall.

The relative energy (zero: lowest compared OMol25 entry of this formula, charge and spin) comes out at 565.5 kJ/mol. For the HOMO-LUMO gap, the calculation gives 8.8882 eV. The net charge is 0. The total energy is -8425.379 eV. The value obtained for the maximum force is 0.46 eV/A.

Atoms and positions in Å:
C 0.443 -1.777 -1.840
C -0.737 -0.911 -2.037
O -0.781 -0.379 0.365
C -0.952 0.511 1.469
C 0.450 0.854 1.972
C 0.772 1.403 0.544
C -0.649 1.027 0.133
H 1.382 -1.235 -1.694
H 0.371 -2.618 -1.138
H 0.495 -2.209 -2.862
H -1.619 -1.557 -1.850
H -1.889 0.438 2.012
H 1.032 -0.005 2.319
H 0.453 1.641 2.731
H 0.956 2.481 0.536
H 1.553 0.888 -0.022
H -1.280 1.449 -0.640



Record 2
The following is a DFT calculation (ωB97M-V with the def2-TZVPD basis set) of C46H45FeN10Se2 as an isolated structure.

The relative energy (zero: lowest compared OMol25 entry of this formula, charge and spin) comes out at 0.0 kJ/mol. For the HOMO-LUMO gap, the calculation gives 5.7455 eV. The net charge is +1. The total energy is -228412.731 eV. The value obtained for the maximum force is 0.53 eV/A.

Atoms and positions in Å:
Fe -0.052 1.688 -1.422
N 2.689 4.456 -3.187
C 1.834 3.442 -3.034
N 1.046 3.295 -2.019
C 1.101 4.218 -0.971
N 0.358 4.073 0.083
N -0.330 2.889 0.011
C -1.142 2.552 0.940
C -1.819 1.274 0.715
C -2.810 0.786 1.544
C -3.485 -0.369 1.169
C -3.147 -0.979 -0.023
C -2.106 -0.454 -0.783
N -1.444 0.642 -0.426
C 2.023 5.337 -1.071
C 2.165 6.285 -0.052
C 3.078 7.305 -0.183
C 3.870 7.395 -1.332
C 3.753 6.466 -2.343
C 2.828 5.435 -2.204
H 3.285 4.480 -3.998
H 1.816 2.697 -3.821
H -1.326 3.178 1.808
H -3.060 1.310 2.457
H -4.267 -0.772 1.799
H -3.656 -1.868 -0.369
H -1.801 -0.926 -1.705
H 1.551 6.188 0.833
H 3.191 8.036 0.605
H 4.589 8.197 -1.427
H 4.372 6.527 -3.229
C -3.314 3.895 -3.229
C -2.369 3.429 -2.305
N -1.551 2.429 -2.567
C -1.639 1.831 -3.778
C -2.550 2.220 -4.762
C -3.405 3.294 -4.458
C -2.581 1.501 -6.005
C -1.765 0.446 -6.216
C -0.834 0.015 -5.211
C 0.008 -1.104 -5.352
C 0.834 -1.452 -4.317
C 0.849 -0.675 -3.149
N 0.089 0.396 -3.001
C -0.759 0.721 -4.010
H -3.958 4.719 -2.957
H -2.279 3.887 -1.328
H -4.126 3.633 -5.190
H -3.283 1.815 -6.766
H -1.806 -0.100 -7.150
H -0.016 -1.684 -6.266
H 1.479 -2.317 -4.378
H 1.487 -0.934 -2.312
Se 2.100 0.790 -0.587
C 2.817 1.414 1.063
C 4.182 1.188 1.270
C 4.769 1.555 2.467
N 4.114 2.133 3.476
C 2.819 2.351 3.277
C 2.135 2.015 2.116
H 4.780 0.717 0.500
H 5.827 1.373 2.624
H 2.281 2.819 4.096
H 1.080 2.226 2.064
C 3.470 -2.995 1.756
C 2.482 -3.174 2.903
C 1.855 -1.858 3.359
C 0.823 -1.305 2.382
N -0.367 -2.148 2.306
C -0.697 -2.990 1.294
Se 0.178 -3.168 -0.306
N -1.841 -3.632 1.662
C -2.514 -4.696 0.928
C -2.299 -6.059 1.580
C -0.869 -6.584 1.462
C -0.501 -7.015 0.047
C -2.254 -3.173 2.905
C -3.376 -3.458 3.669
C -3.521 -2.761 4.860
C -2.577 -1.816 5.271
C -1.456 -1.535 4.504
C -1.314 -2.232 3.314
H 3.906 -3.951 1.463
H 4.283 -2.330 2.056
H 2.990 -2.566 0.875
H 2.990 -3.633 3.754
H 1.692 -3.874 2.608
H 2.635 -1.099 3.476
H 1.389 -1.983 4.341
H 1.222 -1.219 1.371
H 0.492 -0.310 2.695
H -2.127 -4.667 -0.090
H -3.579 -4.449 0.897
H -2.990 -6.769 1.116
H -2.584 -5.991 2.633
H -0.757 -7.432 2.142
H -0.168 -5.819 1.811
H -1.224 -7.739 -0.338
H 0.482 -7.485 0.027
H -0.466 -6.163 -0.633
H -4.107 -4.191 3.356
H -4.379 -2.959 5.488
H -2.721 -1.299 6.209
H -0.722 -0.808 4.825



Record 3
The following is a DFT calculation (ωB97M-V with the def2-TZVPD basis set) of C50H43AsCsN5O3STe as an isolated structure.

The relative energy (zero: lowest compared OMol25 entry of this formula, charge and spin) comes out at 22.9 kJ/mol. For the HOMO-LUMO gap, the calculation gives 5.4496 eV. The net charge is -2. The total energy is -145659.162 eV. The value obtained for the maximum force is 0.76 eV/A.

Atoms and positions in Å:
Cs -1.382 0.533 -0.558
O 2.035 3.335 2.966
C 1.421 3.428 4.128
C 1.702 4.490 5.014
C 1.068 4.601 6.237
C 0.130 3.654 6.637
C -0.155 2.599 5.786
C 0.463 2.468 4.547
C 0.114 1.313 3.674
O 0.558 1.366 2.405
N -0.582 0.354 4.138
N -0.753 -0.758 3.332
C -1.820 -0.868 2.640
C -2.954 0.035 2.420
C -3.326 1.073 3.278
C -4.430 1.869 3.018
C -5.173 1.628 1.860
C -4.831 0.614 0.991
C -3.710 -0.232 1.225
O -3.343 -1.116 0.371
H 1.203 2.150 2.391
H 2.438 5.224 4.711
H 1.309 5.435 6.887
H -0.368 3.739 7.594
H -0.872 1.838 6.066
H -1.890 -1.788 2.070
H -2.730 1.251 4.163
H -4.699 2.672 3.692
H -6.029 2.257 1.632
H -5.401 0.437 0.085
C -1.634 -5.932 2.693
C -2.109 -6.141 1.406
C -1.791 -5.248 0.390
C -0.996 -4.137 0.650
C -0.528 -3.931 1.947
C -0.842 -4.824 2.962
As -0.444 -2.813 -0.688
C -1.609 -3.354 -2.161
C -2.983 -3.165 -2.006
C -3.847 -3.494 -3.043
C -3.350 -3.989 -4.240
C -1.981 -4.141 -4.407
C -1.112 -3.824 -3.372
C 1.207 -3.713 -1.244
C 1.357 -5.097 -1.257
C 2.551 -5.671 -1.669
C 3.608 -4.864 -2.070
C 3.468 -3.484 -2.052
C 2.272 -2.908 -1.638
H -1.890 -6.624 3.486
H -2.736 -6.999 1.190
H -2.171 -5.417 -0.611
H 0.061 -3.049 2.183
H -0.484 -4.636 3.966
H -3.370 -2.737 -1.086
H -4.913 -3.344 -2.915
H -4.024 -4.226 -5.055
H -1.583 -4.482 -5.355
H -0.044 -3.919 -3.520
H 0.537 -5.731 -0.941
H 2.657 -6.750 -1.678
H 4.541 -5.311 -2.394
H 4.288 -2.849 -2.365
H 2.161 -1.830 -1.634
C 6.428 2.330 0.595
C 5.186 1.721 0.004
C 3.944 1.893 0.596
C 2.831 1.306 0.004
N 2.880 0.573 -1.101
C 4.074 0.416 -1.672
C 5.239 0.964 -1.164
H 6.191 2.908 1.488
H 6.916 2.992 -0.123
H 7.147 1.555 0.870
H 3.814 2.463 1.509
H 1.854 1.455 0.446
H 4.085 -0.166 -2.589
H 6.180 0.806 -1.678
N 2.766 5.690 1.960
C 1.875 6.317 1.213
S 1.861 7.950 0.900
C 0.847 5.411 0.618
C -0.489 5.513 0.977
C -1.384 4.601 0.442
N -1.042 3.650 -0.426
C 0.238 3.588 -0.794
C 1.217 4.426 -0.284
H 3.461 6.276 2.397
H 2.586 4.709 2.314
H -0.816 6.270 1.677
H -2.427 4.623 0.737
H 0.504 2.825 -1.524
H 2.250 4.310 -0.587
Te 0.769 0.029 -3.735
C -0.745 -0.125 -5.214
C -0.517 0.263 -6.540
C -1.513 0.193 -7.503
C -2.782 -0.270 -7.172
C -3.027 -0.668 -5.865
C -2.025 -0.601 -4.906
H 0.465 0.632 -6.812
H -1.299 0.506 -8.520
H -3.564 -0.321 -7.921
H -4.005 -1.043 -5.583
H -2.237 -0.939 -3.898



Record 4
The following is a DFT calculation (ωB97M-V with the def2-TZVPD basis set) of Br3O3P as an isolated structure in a non-equilibrium geometry.

The relative energy (zero: lowest compared OMol25 entry of this formula, charge and spin) comes out at 350.5 kJ/mol. Its spin multiplicity is 3. For the HOMO-LUMO gap (spin up / spin down), the calculation gives 6.7206 / 7.4906 eV. The net charge is 0. The total energy is -225552.656 eV. The value obtained for the maximum force is 3.73 eV/A.

Atoms and positions in Å:
O 0.092 -0.054 -1.807
O 1.535 -0.703 0.786
O -0.333 0.658 1.376
P 0.071 -0.557 0.487
Br 2.387 -1.174 -1.243
Br -2.136 1.226 1.411
Br -0.863 -2.211 1.364